{"formula": "C5H17NO4", "method": "the ωB97M-V functional and the def2-TZVPD basis", "relative_energy_kj_mol": 321.5, "homo_energy_ev": -9.48, "total_charge": 0, "orbital_gap_ev": 9.90, "e_lumo_ev": 0.4, "spin_multiplicity": 1, "smiles": "CC(C)[C@H](N)C=O.O.O.O", "symbols": ["C", "C", "C", "C", "N", "C", "O", "H", "H", "H", "H", "H", "H", "H", "H", "H", "H", "H", "O", "H", "H", "O", "H", "H", "O", "H", "H"], "xyz": [[-1.47361, 1.39972, -0.21843], [-0.77206, 0.10562, -0.40187], [-1.67741, -0.65988, -1.38910], [0.88995, 0.15464, -0.68461], [1.22415, 0.72692, -2.06299], [1.33121, -1.34146, -0.70580], [1.66692, -1.76011, 0.32968], [-1.19571, 2.24597, -0.86486], [-2.46305, 1.35887, -0.50504], [-1.32039, 1.80956, 0.80600], [-0.82121, -0.69689, 0.44435], [-1.85039, -0.01053, -2.20143], [-2.62841, -0.73622, -0.74847], [-1.33603, -1.48664, -2.00317], [1.48046, 0.66406, 0.14843], [1.00628, 1.65078, -2.10904], [0.66901, 0.30782, -2.75007], [1.23075, -1.97259, -1.57643], [0.31309, 2.93502, 1.98074], [-0.64082, 3.35444, 1.76847], [0.50204, 3.40146, 2.86883], [3.41400, -0.96906, 2.79447], [4.01221, -0.49154, 2.19838], [2.70505, -1.26193, 2.06588], [-1.70097, -3.08786, 0.68669], [-0.98355, -2.51427, 0.42998], [-1.58150, -3.12589, 1.69942]]}